Record 1
78
Properties=species:S:1:pos:R:3:forces:R:3:lowdin_charge:R:1 method="wB97M-V/def2-TZVPD" gap_ev=7.15 e_homo_ev=-14.06 charge=+2 relative_energy_kcal_mol=79.9
P -1.105 -0.055 -0.832 -0.335 0.050 0.033 0.985
H 0.101 5.569 -2.679 -0.018 0.009 0.013 0.105
C -2.506 4.041 0.885 -0.008 0.039 0.101 -0.844
O -0.463 3.290 3.906 -0.163 0.420 0.066 -0.200
H -2.936 -1.290 -2.905 0.033 -0.009 -0.007 0.082
H -1.204 0.034 -3.206 -0.023 0.009 -0.004 0.059
H 1.379 -6.026 -3.996 -0.005 -0.002 -0.021 0.120
C 0.433 -2.083 0.351 -0.011 0.124 -0.027 -0.411
H -0.999 1.674 -2.523 0.013 -0.040 0.013 0.033
H -1.608 -2.051 4.978 -0.015 -0.006 0.016 0.106
C -0.688 0.634 -2.457 0.051 0.039 0.058 -0.230
H -2.160 -3.520 3.195 0.011 -0.035 0.002 0.105
C -0.572 -2.109 3.135 -0.057 0.086 -0.131 -0.629
Cl -0.117 2.052 3.360 -0.103 -0.003 -0.104 0.726
H -0.242 -0.948 4.961 -0.030 -0.022 -0.033 0.076
C 0.623 -4.248 -3.122 0.008 -0.025 -0.003 0.006
H -0.120 -3.883 4.207 -0.004 -0.006 0.010 0.105
N -0.152 -2.314 -1.948 -0.133 0.106 -0.055 0.163
C 3.018 4.672 -2.330 0.032 -0.087 0.062 0.070
H 0.883 -3.730 2.765 -0.018 0.013 0.016 0.071
C 1.878 -5.157 -0.762 0.006 -0.019 -0.020 0.007
C 0.438 -3.176 3.590 -0.011 -0.020 -0.024 -0.078
H 5.372 4.762 -0.211 0.008 -0.002 0.009 0.113
H 3.957 2.383 -0.223 -0.009 -0.006 0.010 0.161
C -2.946 -0.326 -0.930 -0.020 -0.042 0.002 -0.670
H 2.355 -5.486 0.151 0.008 -0.013 0.014 0.123
O 0.391 1.138 4.299 0.107 -0.050 0.271 -0.253
H 5.626 5.117 -1.923 0.000 -0.003 0.012 0.102
H -3.337 1.826 -0.876 0.030 0.168 0.110 0.029
H -4.350 -1.602 -1.910 -0.024 0.012 0.004 0.104
H 0.058 4.219 -3.809 -0.011 -0.005 -0.010 0.094
H 2.496 -1.938 2.380 0.000 -0.011 -0.011 0.062
H 2.048 -0.634 3.513 -0.036 -0.005 -0.023 0.060
Cl -3.580 2.983 1.754 -0.062 0.112 -0.204 0.666
C 3.875 3.988 -1.498 -0.155 0.061 -0.099 -0.218
S 1.725 0.973 -0.250 -0.046 -0.262 0.020 0.833
H 1.222 -2.755 4.215 0.037 -0.001 -0.010 0.085
C -3.580 0.958 -1.478 -0.041 -0.067 -0.010 -0.083
H -3.296 1.148 -2.511 0.007 0.010 -0.025 0.083
C 2.057 -0.945 2.469 -0.070 0.037 0.028 -0.210
N 3.371 2.904 -0.865 -0.103 0.016 -0.059 0.133
H 0.383 0.565 -2.625 -0.056 -0.017 0.016 0.030
H 0.137 -3.881 -4.015 -0.016 0.003 -0.023 0.123
H -3.190 0.054 1.220 0.022 0.011 0.018 0.054
H -2.571 -2.082 2.289 0.143 -0.114 0.142 0.055
C 0.717 4.932 -3.319 -0.002 0.037 -0.047 0.007
C -0.214 -1.644 -0.825 -0.080 -0.005 0.094 -0.409
C -3.266 -1.480 -1.885 0.068 -0.073 0.013 -0.070
C -1.059 -1.339 4.360 -0.019 -0.009 0.012 -0.077
Co -0.221 1.057 0.923 0.727 0.120 0.477 -0.094
H -2.078 4.779 1.553 -0.027 -0.046 0.029 0.045
H 2.472 -6.822 -1.934 0.016 -0.012 0.011 0.121
H 2.638 -0.233 1.894 -0.003 0.022 -0.028 0.006
O -1.283 1.465 2.625 -0.126 -0.496 -0.185 -0.473
O 0.847 2.195 2.243 0.129 -0.196 -0.280 -0.421
C 0.532 -3.475 -1.940 0.143 -0.170 0.116 -0.183
H -3.206 -1.662 0.741 -0.096 0.152 -0.146 0.053
C 1.309 -5.425 -3.101 -0.035 0.057 -0.024 -0.033
H -1.736 -0.528 4.101 0.001 -0.009 0.012 0.075
H 1.203 5.564 -4.058 -0.008 0.003 0.004 0.096
H -1.522 -3.337 1.569 -0.002 0.024 -0.037 0.085
C 1.169 -3.932 -0.748 -0.051 -0.038 -0.213 -0.180
P 0.349 -1.037 1.854 0.199 0.079 -0.223 1.085
C 1.704 4.216 -2.468 0.124 0.063 0.017 -0.254
H -3.030 4.491 0.049 0.013 0.018 0.045 0.041
Cl -1.061 3.246 0.083 -0.055 -0.120 -0.161 0.691
N 1.110 -3.202 0.385 0.116 0.063 0.134 0.159
H 5.939 3.489 -1.299 0.012 0.001 0.001 0.106
C 1.939 -5.882 -1.914 0.004 0.030 0.088 -0.032
C -1.771 -2.793 2.480 -0.035 0.054 0.107 -0.077
H -2.833 -2.424 -1.552 -0.020 0.011 -0.010 0.080
C -3.504 -0.656 0.452 0.033 -0.032 -0.086 -0.082
C 5.286 4.360 -1.222 0.053 0.027 -0.011 0.021
H -4.594 -0.641 0.414 -0.023 0.018 -0.028 0.108
H 3.361 5.548 -2.859 0.018 0.005 -0.013 0.140
N 1.270 3.116 -1.836 -0.122 0.021 0.046 0.099
C 2.091 2.471 -1.047 0.130 -0.036 0.137 -0.643
H -4.664 0.838 -1.453 -0.014 -0.013 0.003 0.106

=====

Record 2
8
Properties=species:S:1:pos:R:3:forces:R:3:lowdin_charge:R:1 method="wB97M-V/def2-TZVPD" gap_ev=10.40 smiles="O=C[C@@](O)(F)Cl" e_homo_ev=-9.81 relative_energy_kcal_mol=55.1
C 0.161 -0.749 -0.345 -4.205 -0.193 0.961 -0.922
O 1.364 -0.364 -0.576 1.309 1.472 -1.217 0.069
O -0.110 1.471 0.695 1.502 0.153 0.196 0.014
H 1.990 -0.728 0.035 0.514 -0.336 0.747 0.135
C -0.827 0.615 0.282 -0.232 1.587 0.396 -0.129
Cl -0.590 -1.515 -1.795 0.037 0.354 0.322 0.654
H -1.923 1.140 0.505 1.177 -3.139 -1.409 0.176
F 0.141 -1.677 0.662 -0.102 0.102 0.005 0.002

=====

Record 3
7
Properties=species:S:1:pos:R:3:forces:R:3:lowdin_charge:R:1 method="wB97M-V/def2-TZVPD" gap_ev=10.01 smiles="O=C=CC=O" e_homo_ev=-10.04 relative_energy_kcal_mol=8.7
H -0.589 1.133 1.162 1.296 1.837 2.470 0.082
O -2.098 0.323 0.252 2.554 0.543 -0.260 0.022
C 1.301 -0.559 -0.094 1.835 -0.332 1.813 -0.151
C 0.170 -0.008 -0.539 -0.856 -1.384 -1.454 -0.044
O 2.287 -1.002 0.394 -2.732 1.222 -1.701 0.178
C -0.889 0.559 0.378 -2.706 -2.793 -2.721 -0.242
H -0.182 -0.447 -1.554 0.608 0.907 1.852 0.155

=====

Record 4
27
Properties=species:S:1:pos:R:3:forces:R:3:lowdin_charge:R:1 method="wB97M-V/def2-TZVPD" gap_ev=10.67 smiles=O.O.O.O.O.O.O.O.O e_homo_ev=-10.61 relative_energy_kcal_mol=111.6
O -3.734 1.907 -1.176 -1.470 2.805 -2.502 -0.043
H -3.893 1.913 -2.153 0.185 -0.236 1.426 0.085
H -3.636 1.037 -0.900 -0.045 -2.465 0.248 -0.012
H -3.952 -1.382 3.824 -0.524 -0.236 0.395 0.014
O 2.639 1.806 -4.078 -1.765 3.368 -0.510 -0.003
O -0.138 1.971 3.558 2.352 1.613 -1.850 -0.081
H -0.289 0.232 0.611 -2.486 -0.069 -1.234 -0.036
O 1.165 -1.093 -2.074 -1.815 -2.673 0.757 -0.114
H 3.526 -0.627 -2.780 -0.219 2.186 -4.524 -0.033
H 1.445 -3.345 0.694 0.076 1.323 0.358 0.007
H 2.985 1.066 -3.704 1.840 -3.689 1.070 -0.060
H 1.093 0.627 0.527 -0.768 -0.433 1.298 0.077
H 0.790 -2.035 -2.085 0.281 2.030 -0.403 0.081
H 1.061 -4.749 0.755 0.543 0.038 -0.666 0.053
H -3.078 -0.198 4.386 -0.471 -1.197 -1.228 0.063
H -2.143 0.930 0.058 -0.009 0.620 0.268 0.035
H 2.188 2.143 -3.285 -0.189 0.434 -0.627 0.059
H 3.811 -0.371 -1.328 0.296 0.031 -0.261 0.074
O -1.693 1.778 0.145 2.662 -2.004 -0.191 -0.035
O 0.416 0.314 1.192 3.839 0.375 0.075 -0.052
H 0.549 1.599 2.911 -2.144 0.096 1.523 0.054
H -2.300 2.419 0.413 -1.678 1.324 0.528 0.015
O 1.626 -4.146 0.229 -0.659 -1.282 0.313 -0.056
H 1.843 -1.273 -1.401 0.016 0.491 -0.584 -0.003
H -0.617 1.326 4.026 -0.389 -1.679 0.374 -0.017
O 3.548 -1.021 -1.988 1.569 -2.205 5.140 0.003
O -3.210 -0.826 3.622 0.972 1.433 0.807 -0.074